(1)
Here is a structure of composition C14H15IrN4O2 from the Open Molecules 2025 dataset. Energies are from the ωB97M-V functional and the def2-TZVPD basis.

total energy = -27637.3732 eV
total charge = +2
HOMO energy = -0.570 Eh
energy relative to the best compared isomer or geometry (same formula, charge and spin) = 0.0 kcal per mole

Each line ends with the Mulliken charge.
Atoms and positions in Å:
Ir -0.28025 -0.62014 1.01058  0.545
C -2.22912 -3.63678 -1.43622  -0.732
C -1.32259 -3.77450 -2.47222  -0.451
C -0.16592 -3.00353 -2.47766  -0.710
C 0.05181 -2.12346 -1.43708  1.288
N -0.83290 -2.00987 -0.42370  -0.275
C -1.95133 -2.73608 -0.42370  0.138
C 1.21928 -1.23006 -1.32379  0.331
C 2.26390 -1.18448 -2.22644  -0.619
C 3.31392 -0.30148 -2.02064  -0.489
C 3.30482 0.52173 -0.90637  -0.803
C 2.24441 0.44576 -0.02827  -0.007
N 1.23010 -0.40956 -0.23891  -0.184
H -3.14422 -4.21003 -1.40437  0.424
H -1.51098 -4.47142 -3.27739  0.479
H 0.54150 -3.09615 -3.28826  0.387
H -2.63605 -2.57556 0.39897  0.422
H 2.26344 -1.83572 -3.08778  0.371
H 4.13344 -0.26192 -2.72543  0.477
H 4.10591 1.21865 -0.70687  0.440
H 2.19701 1.05294 0.86175  0.485
C -0.09401 3.20677 2.92024  -1.377
C -0.36923 1.97871 2.13781  0.845
N 0.23498 0.84141 2.31140  0.142
O 1.31738 0.82782 3.17025  -0.371
C -1.37344 1.96688 1.08850  0.294
C -2.27435 3.11373 0.77824  -1.465
N -1.46828 0.83086 0.42441  0.407
O -2.25721 0.55332 -0.47377  -0.650
H 0.81538 3.11925 3.50459  0.392
H -0.93314 3.38375 3.59946  0.384
H -0.03571 4.06783 2.25510  0.370
H 1.15201 0.12917 3.82205  0.388
H -2.79613 3.44950 1.67515  0.377
H -3.00961 2.81559 0.03662  0.397
H -1.70485 3.95705 0.38378  0.352


(2)
Here is the ion CH4N2PS with charge +1 from the Open Molecules 2025 dataset. Energies are from the ωB97M-V functional and the def2-TZVPD basis.

total energy = -24199.3164 eV
total charge = +1
HOMO energy = -0.512 Eh
energy relative to the best compared isomer or geometry (same formula, charge and spin) = 0.5 kcal per mole
structure (SMILES) = N/C=[NH+]/P=S

Each line ends with the Mulliken charge.
Atoms and positions in Å:
C -0.56150 0.51499 -0.03345  0.252
N -1.61861 -0.25718 -0.02801  -0.294
N 0.68083 0.10429 0.07030  -0.283
P 2.26047 0.94604 0.02033  0.311
S 3.28462 -0.71660 -0.00754  -0.133
H -0.58142 1.55480 -0.13780  0.362
H -2.60716 0.03957 -0.00210  0.267
H -1.47073 -1.24839 -0.06197  0.218
H 0.61350 -0.93752 0.18024  0.300